Entry 1:
Molecular formula: C4H12
Method: DFT, the ωB97M-V functional and the def2-TZVPD basis

* relative energy (zero: lowest compared OMol25 entry of this formula, charge and spin): 0.2312 eV
* E_HOMO: -11.6 eV
* SMILES: CC.CC
* max |F|: 0.03497 hartree/bohr

Last column: Löwdin charge in e.
Element x y z (Å)
C: -1.8778 0.2764 0.6079  -0.1696
C: -1.6523 1.7069 0.0993  -0.1659
H: -1.7798 0.2210 1.6936  0.0631
H: -2.8219 -0.1589 0.2821  0.0627
H: -1.0519 -0.3530 0.2772  0.0345
H: -1.6569 1.7081 -0.9872  0.0572
H: -0.6704 2.0519 0.4475  0.0599
H: -2.4231 2.3931 0.4515  0.0582
C: 1.8697 -0.7845 0.3683  -0.1812
C: 1.6695 -1.2225 -1.0672  -0.1647
H: 2.8697 -0.4660 0.6525  0.0577
H: 1.2199 -0.0035 0.7478  0.0402
H: 1.7559 -1.5909 1.1061  0.0663
H: 0.9618 -0.5598 -1.5766  0.0595
H: 1.3070 -2.2389 -1.1555  0.0580
H: 2.6008 -1.2021 -1.6460  0.0640

***

Entry 2:
Molecular formula: C29H41Cl5HfP2
Method: DFT, the ωB97M-V functional and the def2-TZVPD basis

* relative energy (zero: lowest compared OMol25 entry of this formula, charge and spin): 0.1974 eV
* charge: +2
* E_HOMO (alpha / beta): -12.1 / -12.1 eV
* max |F|: 0.13384 hartree/bohr

Last column: Löwdin charge in e.
Element x y z (Å)
Hf: -1.1843 -1.5252 -1.1541  1.0782
C: -2.6330 0.9717 0.6276  -0.2544
C: -3.1116 0.8875 -0.6929  -0.2436
C: -3.2013 -1.2504 0.2353  -0.3903
C: -2.7451 -0.3154 1.2342  -0.2220
C: -3.3998 -0.5034 -0.9922  -0.3813
C: -2.1167 2.1835 1.3209  -0.0349
H: -2.0107 3.0232 0.6224  0.0783
H: -1.1393 2.0075 1.7992  0.0788
H: -2.8094 2.4874 2.1192  0.1033
C: -2.7051 -0.5933 2.6565  -0.0091
H: -2.4625 0.3080 3.2300  0.0874
H: -1.8464 -1.4726 3.0471  0.0192
H: -3.6630 -1.0155 2.9957  0.1138
C: -3.8401 -2.5608 0.5569  -0.0598
H: -4.7782 -2.4114 1.1166  0.1083
H: -3.1868 -3.1823 1.1828  0.0588
H: -4.0800 -3.1441 -0.3423  0.0878
C: -4.1847 -1.0122 -2.1541  -0.0361
H: -5.1168 -1.4911 -1.8105  0.1062
H: -3.6277 -1.7601 -2.7446  0.0567
H: -4.4483 -0.1779 -2.8177  0.0862
C: -3.4329 2.0406 -1.5738  -0.0323
H: -3.6304 1.7279 -2.6038  0.0830
H: -2.6392 2.7969 -1.5913  0.0736
H: -4.3387 2.5532 -1.2161  0.1170
C: 3.1238 3.8254 1.2170  -0.0853
C: 2.9685 4.4695 0.0521  -0.1021
C: 3.4468 4.0789 -1.3221  -0.1498
C: 3.8302 2.6034 -1.6358  -0.1642
C: 2.5763 1.7375 -1.6910  -0.3630
C: 1.8581 1.7525 -0.3572  -0.3024
C: 2.6863 1.3126 0.8274  -0.1952
C: 3.5983 2.4130 1.4165  -0.1622
H: 4.3132 4.7056 -1.5959  0.1390
H: 4.5487 2.2223 -0.9034  0.1003
H: 2.6369 4.3430 -2.0189  0.1211
H: 4.6032 2.2909 0.9987  0.1116
H: 2.9417 4.3554 2.1589  0.1208
H: 2.5239 5.4744 0.0484  0.1240
H: 3.6933 2.2173 2.4912  0.1269
H: 2.0057 0.9503 1.6178  0.1241
H: 1.2633 2.6539 -0.1873  0.1199
H: 3.3198 0.4521 0.5549  0.1057
H: 4.3350 2.5672 -2.6173  0.1348
H: 1.9265 2.1440 -2.4846  0.1173
P: 2.5641 -0.1294 -2.1039  0.9164
C: 4.2048 -0.7635 -1.7175  -0.1512
C: 2.3712 -0.3875 -3.8762  -0.1483
P: 0.3348 0.2807 -0.5594  0.9684
C: 1.4225 -1.1209 -1.1407  -0.5168
C: -0.4308 0.6733 -2.2272  -0.2582
C: -1.0838 -2.6314 -3.0221  -0.2889
H: 4.1868 -1.3178 -0.7720  0.0721
H: 4.9596 0.0273 -1.6744  0.0724
H: 4.4606 -1.4624 -2.5254  0.0771
H: 3.3908 -0.4709 -4.2897  0.0823
H: 1.8564 0.4461 -4.3685  0.0703
H: 1.8355 -1.3271 -4.0840  0.0796
H: -0.9811 -2.0381 -3.9435  0.0173
H: -2.0086 -3.2247 -3.1185  0.0224
H: -0.2655 -3.3692 -3.0416  0.0156
H: 1.9069 -1.6540 -0.3080  0.0775
H: 0.9617 -1.8887 -1.8185  0.0251
H: -1.1085 -0.1425 -2.6335  0.0264
H: 0.3314 0.8241 -3.0010  0.0299
H: -1.0417 1.5790 -2.1542  0.0596
Cl: -2.7437 -1.0167 5.7830  0.7286
C: -1.6564 -2.2094 5.1904  -0.6495
C: -1.3274 -2.2609 3.8290  -0.1440
C: -0.4569 -3.2080 3.4858  -0.0443
Cl: -0.5026 -3.2065 0.3013  0.2383
C: 0.1383 -4.1555 4.2550  -0.7324
Cl: 1.2242 -5.3258 3.6479  0.6884
C: -0.2078 -4.1347 5.6509  -0.6863
Cl: 0.4442 -5.2825 6.7321  0.7312
C: -1.1094 -3.1473 6.1153  -0.6943
Cl: -1.5368 -3.0959 7.7691  0.7212

***

Entry 3:
Molecular formula: C40H42N6P2V
Method: DFT, the ωB97M-V functional and the def2-TZVPD basis

* 2S+1: 2
* relative energy (zero: lowest compared OMol25 entry of this formula, charge and spin): 2.6411 eV
* charge: +2
* E_HOMO (alpha / beta): -13.4 / -12.9 eV
* max |F|: 0.01206 hartree/bohr

Last column: Löwdin charge in e.
Element x y z (Å)
V: 1.1036 0.3856 0.0440  0.7103
C: -2.5833 -3.7967 3.2443  -0.0040
N: -2.2395 -2.9383 2.1118  -0.1300
C: -2.2704 -3.3508 0.7873  -0.0244
C: -1.8763 -2.3024 0.0393  -0.0535
N: -1.6323 -1.2717 0.9461  -0.1174
C: -1.8330 -1.6648 2.2297  -0.0858
P: -0.7989 0.6761 2.4665  1.2113
C: 0.2740 2.1575 1.9338  -0.4262
N: 1.1142 2.2163 0.8856  -0.0669
C: 1.7911 3.4136 0.9671  -0.0710
C: 1.3537 4.0784 2.0634  -0.0161
N: 0.4089 3.2788 2.6616  -0.1003
C: -0.3629 3.6571 3.8503  0.0085
C: 0.6650 -0.4471 2.6458  -0.4529
N: 1.5076 -0.7687 1.6551  -0.0596
C: 2.4991 -1.5558 2.2121  -0.0730
C: 2.2338 -1.7056 3.5318  -0.0137
N: 1.0824 -0.9938 3.7902  -0.0921
C: 0.3837 -0.8936 5.0731  0.0103
H: -3.2255 -4.6007 2.8941  0.0947
H: -1.6812 -4.2200 3.6811  0.0922
H: -3.1210 -3.2062 3.9798  0.0939
H: -2.5564 -4.3479 0.5020  0.1313
H: -1.7373 -2.2101 -1.0216  0.1190
H: 2.5333 3.7072 0.2462  0.1094
H: 1.6181 5.0405 2.4656  0.1395
H: 0.3120 4.0917 4.5825  0.1040
H: -1.1291 4.3781 3.5732  0.1032
H: -0.8359 2.7707 4.2640  0.0658
H: 3.3073 -1.9624 1.6293  0.1214
H: 2.7438 -2.2485 4.3076  0.1358
H: 0.9305 -1.4792 5.8058  0.1021
H: 0.3444 0.1439 5.3961  0.0930
H: -0.6241 -1.2882 4.9520  0.0861
C: -1.8730 2.3527 -0.3380  -0.0369
C: -2.4436 0.9974 0.0961  -0.4597
C: -2.9818 0.3758 -1.1998  -0.0234
C: -1.2769 0.1211 0.6878  -0.3560
C: -3.5449 1.1336 1.1457  -0.2056
C: -3.6190 2.2453 1.9840  -0.0652
C: -4.5900 2.3381 2.9716  -0.0626
C: -5.5112 1.3172 3.1390  -0.0635
C: -5.4584 0.2080 2.3076  -0.0530
C: -4.4867 0.1196 1.3229  -0.0327
H: -1.0784 2.2154 -1.0822  0.0895
H: -1.4613 2.9619 0.4621  0.0597
H: -2.6594 2.9312 -0.8225  0.1129
H: -2.1894 0.3000 -1.9513  0.0737
H: -3.7518 1.0323 -1.6046  0.1128
H: -3.4318 -0.6004 -1.0691  0.0671
H: -0.5936 0.0539 -0.2412  0.0560
H: -2.9339 3.0741 1.8600  0.0959
H: -4.6382 3.2169 3.6008  0.1102
H: -6.2756 1.3913 3.9002  0.1130
H: -6.1836 -0.5865 2.4206  0.1127
H: -4.4733 -0.7579 0.6897  0.1079
C: -0.5413 1.3471 -5.8545  -0.0532
C: 0.6768 1.9182 -5.5222  -0.0539
C: 1.4017 1.4386 -4.4377  -0.0710
C: 0.9040 0.3809 -3.6835  -0.3587
C: -0.3210 -0.1941 -4.0251  -0.1140
C: -1.0388 0.2860 -5.1069  -0.0595
P: 1.7529 -0.2633 -2.2176  1.0227
C: 1.8239 -2.0470 -2.4499  -0.3809
C: 2.2109 -2.5771 -3.6829  -0.0798
C: 2.2818 -3.9486 -3.8561  -0.0453
C: 1.9591 -4.7987 -2.8032  -0.0487
C: 1.5648 -4.2801 -1.5793  -0.0618
C: 1.4983 -2.9039 -1.4037  -0.1054
C: 3.4522 0.3704 -2.2113  -0.3652
C: 3.6335 1.7153 -1.8713  -0.1374
C: 4.9064 2.2520 -1.7602  -0.0622
C: 6.0149 1.4408 -1.9675  -0.0504
C: 5.8451 0.1005 -2.2835  -0.0482
C: 4.5705 -0.4362 -2.4035  -0.0619
H: -1.0997 1.7189 -6.7028  0.1165
H: 1.0755 2.7326 -6.1116  0.1160
H: 2.3634 1.8771 -4.2110  0.1005
H: -0.7066 -1.0390 -3.4636  0.1014
H: -1.9807 -0.1730 -5.3755  0.1151
H: 2.4502 -1.9172 -4.5086  0.1237
H: 2.5834 -4.3557 -4.8112  0.1185
H: 2.0118 -5.8704 -2.9408  0.1172
H: 1.3061 -4.9429 -0.7647  0.1118
H: 1.1757 -2.5202 -0.4387  0.0723
H: 2.7729 2.3636 -1.7216  0.0908
H: 5.0371 3.2992 -1.5221  0.1135
H: 7.0105 1.8543 -1.8839  0.1175
H: 6.7088 -0.5299 -2.4446  0.1177
H: 4.4521 -1.4826 -2.6553  0.1046

***

Entry 4:
Molecular formula: C49H43CdI2N7O3SSi
Method: DFT, the ωB97M-V functional and the def2-TZVPD basis

* relative energy (zero: lowest compared OMol25 entry of this formula, charge and spin): 0.0000 eV
* charge: -2
* E_HOMO: -2.3 eV
* max |F|: 0.00936 hartree/bohr

Last column: Löwdin charge in e.
Element x y z (Å)
Cd: -0.7104 -0.1650 0.5149  1.3102
O: -2.5813 1.6247 2.5647  -0.0269
C: -2.1956 2.8553 2.9770  -0.2834
C: -3.1431 3.8707 3.1242  -0.0329
C: -2.7846 5.1384 3.5452  -0.1097
C: -1.4589 5.4146 3.8524  -0.1200
C: -0.5234 4.4049 3.7274  -0.0612
C: -0.8516 3.1184 3.2846  -0.1361
C: 0.2526 2.1598 3.2392  -0.1296
N: 0.2515 0.9727 2.7648  -0.0214
N: 1.4553 0.3425 2.9744  0.0236
C: 1.3756 -0.9625 2.7896  -0.5374
O: 0.3635 -1.6375 2.4720  -0.1402
C: 2.6847 -1.6781 3.0094  -0.1415
C: 3.8964 -0.9912 3.0367  -0.0326
C: 5.0858 -1.6812 3.2158  -0.0964
C: 5.0787 -3.0617 3.3786  -0.1186
C: 3.8733 -3.7499 3.3521  -0.1023
C: 2.6845 -3.0596 3.1618  -0.0444
H: -4.1729 3.6465 2.8818  0.1071
H: -3.5433 5.9064 3.6376  0.0901
H: -1.1599 6.4008 4.1849  0.0862
H: 0.5159 4.6038 3.9664  0.1009
H: 1.1763 2.5019 3.7155  0.1075
H: 3.8833 0.0812 2.8925  0.0973
H: 6.0256 -1.1411 3.2176  0.0905
H: 6.0102 -3.5992 3.5151  0.0852
H: 3.8627 -4.8281 3.4632  0.0903
H: 1.7337 -3.5761 3.1179  0.1110
I: -5.0937 -7.1057 -0.3516  0.7141
C: -3.6680 -5.5664 -0.4867  -0.7661
C: -3.0112 -5.3394 -1.6879  -0.2712
C: -2.0719 -4.3327 -1.7443  -0.6262
I: -1.0308 -4.0038 -3.5329  0.8537
C: -1.7014 -3.4953 -0.6367  -0.4921
O: -0.7904 -2.6326 -0.7087  -0.1830
C: -2.4494 -3.7661 0.5698  -0.1548
C: -2.1522 -2.9767 1.8195  -0.1659
N: -2.4031 -1.5353 1.6759  -0.1064
C: -3.7799 -1.2310 1.3379  -0.1589
C: -3.9565 -0.9928 -0.1461  -0.2765
C: -5.1507 -1.3048 -0.7877  -0.0252
C: -5.2819 -1.0086 -2.1311  -0.0760
C: -4.2142 -0.4189 -2.7928  -0.0607
C: -3.0642 -0.1522 -2.0712  -0.1302
N: -2.9398 -0.4335 -0.7800  0.0670
C: -3.3817 -4.7848 0.6258  -0.1531
H: -3.2232 -5.9409 -2.5614  0.0657
H: -2.7943 -3.3691 2.6235  0.1128
H: -1.1139 -3.1054 2.1175  0.0961
H: -2.0769 -1.0437 2.5019  0.0848
H: -4.4436 -2.0538 1.6330  0.1163
H: -4.1111 -0.3348 1.8686  0.1129
H: -5.9493 -1.7886 -0.2379  0.1078
H: -6.2010 -1.2375 -2.6577  0.0968
H: -4.2699 -0.1627 -3.8424  0.0966
H: -2.2084 0.3209 -2.5385  0.0975
H: -3.9077 -4.9630 1.5578  0.0863
C: 3.2339 -4.3986 -1.5991  -0.1193
C: 3.4376 -3.3920 -2.5330  -0.1156
C: 2.9067 -2.1265 -2.3154  -0.1148
C: 2.1694 -1.8293 -1.1656  -0.2904
C: 1.9702 -2.8611 -0.2461  -0.1113
C: 2.4972 -4.1282 -0.4541  -0.0865
Si: 1.4202 -0.1004 -0.8499  0.6612
C: 1.2315 0.5174 -2.6449  -0.3061
C: 0.3347 -0.1579 -3.4793  -0.1372
C: 0.1819 0.1901 -4.8136  -0.0985
C: 0.9411 1.2222 -5.3537  -0.1248
C: 1.8454 1.8979 -4.5455  -0.1252
C: 1.9803 1.5520 -3.2049  -0.1055
C: 2.8742 0.9269 -0.1585  -0.3001
C: 4.2078 0.5307 -0.2838  -0.0991
C: 5.2414 1.2754 0.2732  -0.1171
C: 4.9598 2.4377 0.9782  -0.1263
C: 3.6412 2.8560 1.1065  -0.1048
C: 2.6163 2.1095 0.5419  -0.1328
H: 3.6322 -5.3925 -1.7713  0.0851
H: 3.9990 -3.5958 -3.4386  0.0856
H: 3.0614 -1.3566 -3.0645  0.0964
H: 1.3594 -2.6758 0.6310  0.0652
H: 2.3164 -4.9122 0.2726  0.0958
H: -0.2323 -0.9922 -3.0738  0.0433
H: -0.5228 -0.3518 -5.4352  0.0929
H: 0.8308 1.4951 -6.3974  0.0850
H: 2.4464 2.7005 -4.9604  0.0905
H: 2.6877 2.0917 -2.5835  0.0937
H: 4.4433 -0.3879 -0.8102  0.0923
H: 6.2681 0.9437 0.1615  0.0883
H: 5.7618 3.0079 1.4343  0.0840
H: 3.4091 3.7567 1.6645  0.0904
H: 1.5908 2.4472 0.6399  0.0637
C: -0.1504 4.9889 -3.5570  -0.1129
C: 0.1278 4.8740 -2.0572  -0.2562
C: -0.8397 3.9766 -1.3583  -0.6573
N: -0.5205 2.8591 -0.8178  -0.0137
N: -1.5484 2.1729 -0.2471  -0.1053
C: -2.7290 2.7978 -0.3137  -0.7885
N: -3.8448 2.3800 0.2210  0.0011
S: -2.5426 4.3474 -1.2032  0.9759
H: 0.5284 5.7049 -4.0270  0.0634
H: -1.1747 5.3242 -3.7335  0.0546
H: -0.0234 4.0212 -4.0399  0.0582
H: 0.0957 5.8698 -1.6033  0.0973
H: 1.1207 4.4560 -1.8796  0.1023
H: -3.2740 1.7670 1.8614  0.0389
H: -4.6115 3.0080 0.0209  0.0165

***

Entry 5:
Molecular formula: C5H12AlNO10P2
Method: DFT, the ωB97M-V functional and the def2-TZVPD basis

* charge: -4
* E_HOMO: 5.9 eV
* max |F|: 0.04683 hartree/bohr

Last column: Löwdin charge in e.
Element x y z (Å)
Al: 1.5852 0.1174 1.4039  0.9007
P: 1.2039 3.3399 2.4749  -0.1521
O: 1.2193 2.0378 3.3346  -0.5062
O: 1.5931 2.8711 1.0316  -0.4115
O: 2.4443 4.2486 2.7307  -0.3686
O: -0.1527 4.0485 2.4679  -0.5426
P: 5.0959 1.0377 2.2232  -0.1232
O: 5.2684 2.5444 2.6777  -0.3170
O: 3.8887 0.5407 3.0744  -0.4330
O: 6.3346 0.1383 2.3210  -0.5350
O: 4.4601 1.3839 0.8492  -0.3617
C: -0.6772 -3.4206 -1.0552  -0.1755
C: 0.5305 -3.2850 -0.1035  -0.6008
O: 0.2374 -2.4896 0.9594  -0.4591
H: -0.9487 -2.4177 -1.4015  0.0332
H: -1.6101 -3.7643 -0.5985  0.0351
H: -0.3637 -4.0587 -1.8982  0.0253
H: 1.3924 -2.9033 -0.6875  0.0693
H: 0.7910 -4.3064 0.2601  0.0505
C: -1.9822 0.4774 -0.2847  -0.2927
O: -0.7898 0.5555 -0.2448  -0.0177
N: -2.6510 0.2872 -1.4856  -0.1991
C: -4.0691 0.2363 -1.6430  -0.1211
C: -1.8765 0.3433 -2.7084  -0.0886
H: -2.6931 0.5695 0.5527  0.1417
H: -4.6020 -0.0233 -0.7261  0.0741
H: -4.3270 -0.5326 -2.3776  0.0689
H: -4.4879 1.1937 -1.9821  0.0704
H: -2.0143 -0.4993 -3.3871  0.0719
H: -1.9808 1.2643 -3.3007  0.0752
H: -0.8187 0.4655 -2.4769  0.0893

***

Entry 6:
Molecular formula: C4H15NO3
Method: DFT, the ωB97M-V functional and the def2-TZVPD basis

* relative energy (zero: lowest compared OMol25 entry of this formula, charge and spin): 2.2615 eV
* E_HOMO: -9.5 eV
* SMILES: CC[C@H](N)CO.O.O
* max |F|: 0.14247 hartree/bohr

Last column: Löwdin charge in e.
Element x y z (Å)
C: -0.2826 3.1116 0.1598  -0.1435
C: -0.8364 1.7337 0.4683  -0.2419
C: 0.1756 0.5413 0.3492  -0.3887
N: -0.4043 -0.7889 0.4611  0.0337
C: 1.1593 0.6584 1.5731  -0.2073
O: 2.4815 0.1447 1.2955  -0.0866
H: 0.6968 3.1297 -0.2523  0.0600
H: -0.4851 3.8684 0.9244  0.0668
H: -0.9702 3.6475 -0.6009  0.0924
H: -1.6979 1.6311 -0.4008  0.1429
H: -1.4482 1.5268 1.4532  0.1368
H: 0.7630 0.5402 -0.6344  0.1683
H: -0.8752 -0.9733 -0.3381  0.0361
H: -0.8180 -0.9360 1.3781  0.0934
H: 0.8412 0.0714 2.4861  0.1314
H: 1.3711 1.7118 1.7610  0.1082
H: 2.3415 -0.6106 0.7254  0.0642
O: -2.3644 -0.8715 -3.6934  -0.0243
H: -2.9594 -1.6276 -3.3851  0.0876
H: -1.6481 -1.2404 -4.0296  -0.0630
O: 0.5819 -3.5615 0.0606  -0.0376
H: 0.7166 -4.3157 0.5396  -0.0250
H: 0.1143 -2.8649 0.5406  -0.0040

***

- Among the records above, which one has the highest max |F|?
  C4H15NO3